1.
Molecular formula: C21H20O8PdS3
Method: DFT, ωB97M-V/def2-TZVPD

## Properties
highest occupied orbital energy (alpha / beta): 1.058 / -2.616 eV
spin multiplicity: 3
electronic energy: -2736.497466 Ha
expectation value of S²: 2.038
energy above the lowest of the compared OMol25 structures with the same formula, charge and spin: 30.4 kcal per mole
Kohn-Sham gap (alpha / beta): 3.540 / 7.207 eV
total charge: -2

Atoms and positions in Å:
1 Pd -0.6150 0.6345 0.9301
2 O 1.5372 1.9164 3.5013
3 S 1.0245 2.8736 2.5291
4 O -0.8157 2.8568 2.8571
5 O 0.9380 2.3486 1.1571
6 C -1.3511 2.0899 3.8084
7 C -0.8755 2.1762 5.1319
8 C -1.4072 1.4175 6.1527
9 C -2.4639 0.5470 5.8961
10 C -2.9623 0.4719 4.6090
11 C -2.4252 1.2158 3.5594
12 S -3.2095 0.8999 1.9635
13 O -2.5967 -0.3848 1.5370
14 O -4.6231 0.7745 2.2450
15 O -2.8220 1.9565 1.0470
16 H -0.0533 2.8527 5.3181
17 H -0.9997 1.5091 7.1537
18 H -2.9021 -0.0506 6.6866
19 H -3.8036 -0.1737 4.3890
20 O -0.9185 0.8692 -2.0944
21 S -0.3045 -0.3697 -2.6895
22 C -0.2345 -0.2895 -4.4003
23 C 0.3315 0.8318 -5.1051
24 C 0.5389 0.7580 -6.4589
25 C 0.2126 -0.3895 -7.2079
26 C -0.3465 -1.4968 -6.5131
27 C -0.5562 -1.4510 -5.1606
28 C 1.4438 -0.1780 -2.2071
29 C 2.3197 -1.2278 -2.4583
30 C 3.6501 -1.1239 -2.0858
31 C 4.1046 0.0360 -1.4641
32 C 3.2245 1.0796 -1.2163
33 C 1.8892 0.9752 -1.5849
34 H 0.5644 1.7350 -4.5537
35 H 0.9620 1.6212 -6.9668
36 H 0.3841 -0.4273 -8.2762
37 H -0.6237 -2.3953 -7.0570
38 H -0.9827 -2.3085 -4.6479
39 H 1.9503 -2.1184 -2.9571
40 H 4.3316 -1.9455 -2.2763
41 H 5.1423 0.1176 -1.1607
42 H 3.5647 1.9711 -0.7038
43 H 1.1736 1.7529 -1.3532
44 C -0.1887 -2.3035 3.4002
45 O 0.3650 -1.1652 2.7290
46 C 0.2325 -1.0088 1.4197
47 C -0.1182 -2.2262 0.6170
48 H -1.2215 -2.4539 3.0857
49 H -0.1631 -2.0540 4.4580
50 H 0.4030 -3.2027 3.2165
51 H 0.2681 -3.1590 1.0358
52 H 0.2411 -2.1050 -0.4029
53 H -1.2128 -2.2798 0.5679

2.
Molecular formula: C3H3HoO4
Method: DFT, ωB97M-V/def2-TZVPD

## Properties
highest occupied orbital energy (alpha / beta): -23.420 / -21.002 eV
spin multiplicity: 6
electronic energy: -1363.738128 Ha
expectation value of S²: 8.768
energy above the lowest of the compared OMol25 structures with the same formula, charge and spin: 12.4 kcal per mole
Kohn-Sham gap (alpha / beta): 10.569 / 4.978 eV
total charge: +3

Atoms and positions in Å:
1 O -3.2073 0.2520 0.3247
2 C -2.0442 0.5393 0.2885
3 C -1.0070 -0.4039 -0.2984
4 H -1.5033 1.1527 1.1124
5 H -0.9836 -1.2863 0.3557
6 H -1.3014 -0.7592 -1.2946
7 O 0.2086 0.3592 -0.4711
8 C 1.3272 -0.0444 0.0051
9 O 1.3178 -0.7220 1.0995
10 O 2.3901 0.5150 -0.2921
11 Ho 4.8030 0.3976 -0.8297

3.
Molecular formula: CH4NP
Method: DFT, ωB97M-V/def2-TZVPD

## Properties
highest occupied orbital energy (alpha / beta): -9.506 / -8.838 eV
electronic energy: -436.429451 Ha
energy above the lowest of the compared OMol25 structures with the same formula, charge and spin: 84.4 kcal per mole
Kohn-Sham gap (alpha / beta): 8.282 / 8.855 eV

Atoms and positions in Å:
1 H 0.9908 -0.8582 2.7816
2 P 1.6491 -0.8020 1.5216
3 N -0.3561 -0.4638 0.6515
4 C -0.2481 0.4016 -0.4421
5 H -1.2466 0.4095 -0.7196
6 H 0.3688 -0.0396 -1.1316
7 H 0.2495 1.2714 -0.1260